Below is 20 unconnected molecules or ions with the total composition C27H74N20O40S at a distorted geometry, with properties calculated with ωB97M-V with the def2-TZVPD basis set.

Computed properties:
* HOMO: -8.91 eV
* energy relative to the best compared isomer or geometry (same formula, charge and spin): 0.000 eV
* frontier orbital gap: 0.3149 hartree
* energy: -5574.26967 hartree
* LUMO: -0.34 eV
* M: 1351.1 u

```
162
Properties=species:S:1:pos:R:3:forces:R:3
C 5.792 -2.536 -0.299 -0.6 0.7 0.0
C 4.272 -2.373 -0.216 -0.6 -0.3 0.1
S 3.799 -0.816 0.627 0.0 -0.1 0.2
C 2.023 -1.032 1.027 0.9 0.2 -0.7
N 1.159 -0.827 -0.162 -0.2 -0.7 2.0
C -0.106 -1.416 -0.102 0.1 0.1 0.0
O -1.032 -0.835 -0.563 -1.6 0.9 -0.9
O -0.305 -2.633 0.473 0.7 -0.4 0.0
C -0.162 -3.729 -0.468 1.7 -0.2 -0.1
C 1.284 -4.254 -0.382 -0.2 -0.1 0.1
C 1.586 -4.821 1.031 0.1 0.6 -0.3
C 1.629 -5.219 -1.547 0.1 0.4 0.7
H 6.238 -2.183 0.632 0.0 -0.2 -0.3
H 6.158 -1.931 -1.131 0.2 -0.2 0.1
H 6.041 -3.585 -0.446 0.1 0.0 -0.1
H 3.776 -2.376 -1.191 0.3 0.0 0.0
H 3.842 -3.203 0.350 0.1 0.1 0.1
H 1.851 -1.990 1.508 -0.1 0.0 -0.2
H 1.831 -0.223 1.736 0.0 -0.2 0.2
H 0.958 0.168 -0.175 0.1 0.1 -0.7
H -0.299 -3.357 -1.486 -0.6 -0.1 0.1
H -0.830 -4.545 -0.200 -0.4 0.4 0.0
H 1.910 -3.373 -0.517 0.0 0.0 0.0
H 2.369 -4.213 1.493 0.0 -0.2 0.1
H 0.709 -4.725 1.676 0.1 -0.3 0.0
H 1.956 -5.846 1.006 -0.2 0.0 0.0
H 0.751 -5.666 -2.016 0.0 0.0 0.0
H 2.263 -6.009 -1.144 -0.1 -0.1 -0.3
H 2.215 -4.673 -2.288 -0.2 -0.2 -0.2
C -1.891 -1.474 3.189 0.2 -0.1 0.0
N -2.839 -1.716 4.316 0.1 0.1 -0.1
O -2.375 -1.885 5.426 -0.1 0.0 -0.1
O -4.020 -1.726 4.036 0.1 -0.1 0.1
H -0.878 -1.492 3.577 -0.1 0.0 0.1
H -2.042 -2.267 2.462 -0.1 0.1 0.0
H -2.127 -0.503 2.766 -0.1 -0.1 0.0
C 2.216 1.222 -2.660 -0.1 0.2 0.1
N 2.952 0.331 -3.594 -0.1 0.5 0.2
O 3.538 0.851 -4.524 0.0 -0.4 0.0
O 2.914 -0.863 -3.362 0.0 0.1 -0.1
H 2.334 2.249 -2.987 0.0 -0.1 -0.1
H 1.170 0.925 -2.683 0.1 -0.1 0.1
H 2.647 1.074 -1.672 0.0 -0.1 0.0
C -4.795 2.015 1.696 -0.1 -0.2 0.0
N -3.660 2.183 2.639 0.0 -0.1 -0.2
O -3.453 1.290 3.438 0.1 0.1 0.0
O -3.002 3.197 2.536 -0.1 0.0 0.3
H -5.282 1.070 1.902 0.1 0.0 0.1
H -5.476 2.843 1.852 0.0 0.0 -0.1
H -4.384 2.030 0.691 0.0 0.2 0.0
C -8.847 0.608 3.467 0.1 0.1 0.2
N -8.505 0.883 2.044 0.0 0.0 0.2
O -7.747 1.809 1.818 -0.2 -0.1 -0.1
O -9.008 0.164 1.208 0.0 0.1 0.0
H -8.329 1.326 4.092 0.0 0.0 -0.1
H -9.924 0.710 3.569 0.0 -0.1 0.0
H -8.526 -0.406 3.689 -0.1 0.0 -0.1
C 5.000 -2.200 -5.275 -0.1 0.0 0.0
N 5.341 -3.645 -5.191 0.0 0.1 -0.1
O 5.041 -4.359 -6.131 0.0 0.2 0.1
O 5.899 -4.022 -4.179 0.0 -0.1 -0.1
H 4.511 -2.016 -6.225 0.0 -0.1 0.0
H 4.335 -1.970 -4.443 0.2 0.0 -0.1
H 5.927 -1.639 -5.200 0.0 0.0 0.1
C 8.206 -3.565 4.082 0.1 -0.2 0.0
N 7.262 -3.185 2.998 0.0 -0.1 0.0
O 6.327 -3.932 2.773 0.0 0.2 0.0
O 7.487 -2.146 2.410 0.0 -0.1 0.2
H 7.878 -4.504 4.513 -0.1 0.0 -0.1
H 9.193 -3.664 3.639 0.0 0.1 0.0
H 8.186 -2.772 4.820 0.1 0.1 -0.1
C -10.567 3.778 0.837 0.3 0.0 0.0
N -11.561 3.618 1.935 0.1 0.0 0.0
O -11.139 3.491 3.066 -0.1 -0.1 -0.1
O -12.735 3.622 1.618 0.1 0.0 0.1
H -9.570 3.754 1.265 0.0 0.0 0.0
H -10.710 2.953 0.145 -0.1 0.1 0.0
H -10.758 4.732 0.353 -0.1 -0.1 -0.1
C 1.215 -0.942 -6.701 0.1 -0.2 -0.1
N 0.138 -0.435 -5.807 0.0 -0.1 0.0
O -0.560 -1.256 -5.249 0.0 0.2 0.0
O 0.038 0.772 -5.698 0.0 -0.1 0.1
H 1.187 -2.026 -6.699 -0.1 0.0 0.1
H 1.026 -0.552 -7.697 0.0 0.1 0.1
H 2.161 -0.578 -6.309 0.0 0.1 -0.1
C -13.843 4.066 -1.718 0.1 0.0 0.2
N -13.061 4.541 -2.892 0.0 0.0 0.1
O -12.020 5.137 -2.673 -0.1 -0.1 0.0
O -13.512 4.303 -3.991 0.1 0.1 0.1
H -13.318 4.349 -0.813 0.0 0.0 0.0
H -14.821 4.535 -1.764 0.0 -0.1 -0.1
H -13.925 2.985 -1.796 -0.1 0.0 -0.1
C -3.622 5.706 0.343 0.1 0.0 0.0
N -5.062 5.335 0.342 0.2 0.1 0.0
O -5.838 6.053 0.941 0.0 -0.2 -0.1
O -5.366 4.325 -0.265 -0.1 0.1 0.0
H -3.499 6.615 0.913 -0.1 0.0 0.1
H -3.075 4.884 0.800 0.0 0.0 0.0
H -3.325 5.851 -0.693 -0.1 -0.1 0.0
C 5.133 -2.384 6.334 0.0 0.0 -0.2
N 6.292 -2.463 7.266 0.0 0.0 -0.1
O 7.409 -2.356 6.794 -0.2 -0.1 0.3
O 6.044 -2.624 8.443 0.1 0.0 -0.1
H 5.504 -2.235 5.326 0.0 0.0 0.1
H 4.585 -3.319 6.415 0.0 0.0 0.1
H 4.519 -1.544 6.647 0.0 -0.1 0.1
C -2.403 9.782 2.251 0.0 0.2 0.0
N -1.670 8.767 1.447 0.1 -0.1 -0.1
O -1.061 9.147 0.464 -0.1 0.0 0.1
O -1.731 7.615 1.823 0.1 0.2 0.0
H -2.259 10.755 1.795 0.0 -0.1 0.0
H -3.453 9.502 2.250 0.0 -0.1 0.1
H -1.995 9.758 3.257 -0.1 -0.1 0.0
C -9.926 4.646 -4.858 0.1 0.0 0.1
N -9.147 5.115 -6.037 0.1 0.0 0.1
O -8.108 5.710 -5.827 -0.1 -0.1 -0.1
O -9.610 4.870 -7.132 0.1 0.0 0.1
H -9.398 4.933 -3.956 0.0 0.0 -0.1
H -10.903 5.115 -4.900 0.0 -0.1 -0.1
H -10.010 3.565 -4.933 -0.1 0.0 -0.1
C 6.029 -7.067 -5.240 -0.1 -0.1 0.1
N 5.685 -8.506 -5.420 0.0 0.1 0.0
O 4.511 -8.805 -5.472 0.2 -0.1 0.0
O 6.614 -9.290 -5.505 -0.1 0.0 0.0
H 5.115 -6.498 -5.181 -0.1 -0.1 0.0
H 6.600 -6.983 -4.319 0.1 0.0 -0.1
H 6.621 -6.762 -6.096 0.0 0.0 0.0
C 8.695 -0.396 9.334 0.1 0.0 0.2
N 9.422 0.216 8.188 0.0 0.0 0.1
O 10.469 0.785 8.417 -0.1 0.0 -0.1
O 8.907 0.099 7.092 0.1 0.2 0.1
H 9.265 -0.216 10.239 0.0 0.1 -0.1
H 7.717 0.073 9.389 0.0 -0.1 -0.1
H 8.604 -1.460 9.132 -0.1 0.0 -0.1
C -2.582 2.405 -2.062 0.0 0.0 -0.2
N -1.501 2.478 -1.041 -0.1 -0.1 0.1
O -0.351 2.483 -1.432 0.0 0.0 0.2
O -1.845 2.526 0.125 0.2 0.0 -0.4
H -2.126 2.367 -3.045 0.1 0.0 0.1
H -3.155 1.503 -1.862 0.0 0.0 0.1
H -3.199 3.293 -1.950 0.0 -0.1 0.1
C -1.709 8.594 -2.797 -0.1 0.2 0.0
N -2.076 7.153 -2.754 0.0 0.1 -0.1
O -3.261 6.872 -2.723 0.1 0.0 0.0
O -1.166 6.352 -2.743 -0.2 0.0 0.0
H -2.620 9.183 -2.798 0.0 -0.1 0.0
H -1.111 8.802 -1.914 0.1 -0.1 -0.1
H -1.137 8.763 -3.706 0.1 -0.1 0.1
C 7.174 -12.543 -5.080 -0.1 0.1 -0.2
N 7.514 -13.990 -4.977 0.0 0.0 -0.1
O 7.217 -14.708 -5.911 0.1 0.0 0.1
O 8.070 -14.351 -3.959 -0.1 0.0 -0.1
H 6.687 -12.366 -6.032 0.0 -0.1 0.0
H 6.510 -12.304 -4.255 0.1 0.0 0.0
H 8.101 -11.983 -5.008 0.0 0.0 0.1
C 7.434 3.014 5.968 0.1 0.1 0.1
N 6.016 2.564 6.030 0.0 0.1 0.0
O 5.273 3.144 6.797 0.0 -0.1 -0.1
O 5.702 1.639 5.308 0.0 0.1 0.1
H 7.569 3.836 6.661 -0.1 0.0 0.0
H 8.056 2.166 6.244 0.0 -0.1 -0.1
H 7.637 3.330 4.948 0.0 -0.1 0.0
```
Forces are in eV/Å.

Atomic partial charges in e from the Mulliken method, atoms 1 to 5:
1. C -1.19
2. C 0.64
3. S -0.22
4. C -0.62
5. N 0.41